This record from OMol25 describes the molecule C5H2O. The level of theory is the ωB97M-V functional and the def2-TZVPD basis.

Atoms and positions in Å:
C -0.987 -1.030 -2.267
C -0.080 -0.640 -1.575
C 0.500 -0.336 -0.367
C 0.531 -0.065 0.810
C 0.499 0.432 2.160
O -0.316 1.251 2.518
H -1.824 -1.471 -2.751
H 1.275 0.023 2.824

Forces on atoms 1 to 6 (eV/Å):
C 0.4 -0.1 0.1
C -0.7 -0.4 -0.1
C -0.4 0.2 0.5
C 0.3 0.2 -0.6
C 0.0 0.3 0.2
O 0.3 -0.4 0.0

The frontier orbital gap is 9.576 eV. The SMILES is C#CC#CC=O. The LUMO energy comes out at -0.53 eV. Its energy relative to the best compared isomer or geometry (same formula, charge and spin) is 11.6 kcal per mole. As for the molar mass: 78.1 g/mol. As for the total energy: -7260.007 eV.


This record from OMol25 describes a structure of composition C16H28O20S4 at a distorted geometry. The level of theory is the ωB97M-V functional and the def2-TZVPD basis.

Atoms and positions in Å:
C -1.993 -3.350 -1.226
C -0.499 -3.463 -1.434
O -0.159 -2.422 -2.348
S -1.400 -1.985 -3.237
O -1.239 -2.434 -4.564
O -1.636 -0.605 -3.020
O -2.507 -2.808 -2.458
H -2.255 -2.685 -0.406
H -2.417 -4.331 -1.033
H -0.125 -4.443 -1.739
H 0.034 -3.326 -0.494
C -2.270 6.556 0.364
C -1.007 6.082 1.033
O -0.463 5.082 0.175
S -1.045 5.222 -1.315
O -1.883 4.116 -1.597
O -0.007 5.539 -2.206
O -1.907 6.516 -1.034
H -2.492 7.597 0.573
H -3.152 5.938 0.523
H -1.120 5.738 2.060
H -0.277 6.896 1.098
C -0.180 1.667 0.117
C 0.589 0.782 -0.879
O 0.733 -0.489 -0.222
S -0.074 -0.487 1.145
O 0.646 -1.192 2.132
O -1.438 -0.791 0.932
O 0.129 1.081 1.375
H -1.239 1.696 -0.141
H 0.164 2.694 0.029
H 1.592 1.159 -1.081
H 0.060 0.712 -1.829
C -1.185 3.358 3.760
C -1.102 1.902 4.157
O -2.286 1.302 3.656
S -3.260 2.387 3.031
O -4.570 2.233 3.516
O -3.005 2.469 1.640
O -2.586 3.635 3.746
H -0.818 3.461 2.728
H -0.649 4.071 4.375
H -1.075 1.794 5.246
H -0.195 1.430 3.791
O 2.834 -3.514 -2.748
C 2.649 -2.602 -3.506
O 2.370 -2.805 -4.813
C 2.144 -1.550 -5.497
C 1.951 -0.517 -4.396
C 2.700 -1.120 -3.207
H 1.222 -1.724 -6.051
H 2.932 -1.334 -6.217
H 0.895 -0.483 -4.132
H 2.242 0.503 -4.637
H 2.172 -0.982 -2.267
H 3.746 -0.832 -3.110
O -0.600 -4.485 1.651
C 0.549 -4.433 1.987
O 1.577 -4.321 1.130
C 2.819 -4.270 1.848
C 2.434 -3.872 3.274
C 1.068 -4.521 3.416
H 3.435 -3.512 1.371
H 3.335 -5.230 1.829
H 2.411 -2.794 3.428
H 3.162 -4.225 4.009
H 0.340 -4.089 4.092
H 1.180 -5.593 3.603

Forces on atoms 1 to 6 (eV/Å):
C 0.0 -0.3 0.4
C 0.7 -0.5 1.2
O 0.0 0.1 -0.3
S -0.1 0.0 0.9
O 0.0 -0.5 -0.6
O 0.1 0.8 0.1

The frontier orbital gap is 10.019 eV. The LUMO energy comes out at 0.08 eV. Its energy relative to the best compared isomer or geometry (same formula, charge and spin) is 0.0 kcal per mole. As for the molar mass: 668.6 g/mol. As for the total energy: -101334.119 eV.


This record from OMol25 describes a structure of composition C3H8N2O at a distorted geometry. The level of theory is the ωB97M-V functional and the def2-TZVPD basis.

Atoms and positions in Å:
N 0.203 -0.034 -0.652
N 0.499 1.044 -1.523
C -1.719 0.061 -0.016
O -2.461 0.729 -0.705
H 0.410 -0.941 -1.085
H 0.272 1.911 -1.032
H -0.194 1.018 -2.275
H -1.821 -1.006 0.242
C 0.725 0.062 0.688
C 1.190 -1.090 1.269
H 1.729 -1.040 2.206
H 1.281 0.983 0.857
H -0.909 0.359 1.055
H 0.795 -2.056 0.972

Forces on atoms 1 to 6 (eV/Å):
N -0.9 -1.0 0.3
N 0.2 0.5 -0.4
C 1.0 0.8 2.7
O 1.0 -0.4 0.5
H 0.2 0.8 0.1
H 0.0 -0.3 0.1

The frontier orbital gap is 8.927 eV. The LUMO energy comes out at 0.66 eV. Its energy relative to the best compared isomer or geometry (same formula, charge and spin) is 129.2 kcal per mole. As for the molar mass: 88.1 g/mol. As for the total energy: -8263.722 eV.


This record from OMol25 describes a cluster of 2 separate species, C2H8S4 in total at a distorted geometry. The level of theory is the ωB97M-V functional and the def2-TZVPD basis.

Atoms and positions in Å:
C 0.283 2.871 -1.720
S 0.961 1.232 -2.010
S 2.566 1.269 -0.818
H 1.096 3.587 -1.574
H -0.387 3.107 -2.533
H -0.249 2.800 -0.769
H 2.327 0.089 -0.201
C -0.844 -1.887 -0.174
S -1.361 -0.831 1.192
S -1.797 -2.035 2.771
H -1.641 -2.595 -0.399
H -0.880 -1.209 -1.039
H 0.095 -2.392 -0.019
H -2.866 -2.702 2.288

Forces on atoms 1 to 6 (eV/Å):
C 0.6 0.0 0.4
S -0.1 -0.2 0.4
S -0.3 0.2 0.2
H -0.2 0.1 -0.3
H -0.1 0.1 -0.2
H -0.2 -0.1 -0.1

Its net charge is +1. The frontier orbital gap (alpha / beta) is 6.751 / 3.034 eV. Its expectation value of S² is 0.75. Its spin multiplicity is 2. The LUMO energy (alpha / beta) comes out at -4.80 / -8.50 eV. Its energy relative to the best compared isomer or geometry (same formula, charge and spin) is 10.7 kcal per mole. As for the molar mass: 160.4 g/mol. As for the total energy: -45535.909 eV.


This record from OMol25 describes a cluster of 4 separate species, C35H74F7O14P3S in total at a distorted geometry. The level of theory is the ωB97M-V functional and the def2-TZVPD basis.

Atoms and positions in Å:
C 7.639 1.783 -0.242
C 7.545 0.262 -0.746
C 8.053 0.046 -2.263
C 6.883 0.125 -3.356
C 5.639 1.048 -2.932
C 4.928 1.555 -4.301
C 3.384 1.069 -4.414
C 2.629 2.212 -5.292
C 1.634 3.068 -4.368
C 0.124 2.632 -4.746
C -0.933 3.028 -3.601
S -0.585 2.004 -2.086
O -2.230 2.636 -4.114
C -3.300 3.233 -3.345
C -4.121 2.121 -2.518
O -5.555 2.293 -2.795
C -6.206 1.625 -1.705
C -7.745 1.256 -2.025
F -8.349 2.431 -2.525
F -8.289 0.879 -0.760
C -7.838 0.098 -3.115
F -7.382 0.660 -4.340
F -6.941 -0.974 -2.864
C -9.305 -0.454 -3.413
F -10.069 -0.729 -2.287
F -9.981 0.353 -4.351
F -9.134 -1.699 -4.076
H 8.192 2.422 -1.015
H 8.088 1.909 0.793
H 6.563 2.191 -0.235
H 8.253 -0.345 -0.077
H 6.503 -0.192 -0.584
H 8.903 0.765 -2.545
H 8.463 -1.028 -2.304
H 6.447 -0.901 -3.637
H 7.338 0.620 -4.286
H 4.864 0.457 -2.338
H 5.963 2.008 -2.391
H 5.448 1.147 -5.234
H 4.934 2.689 -4.361
H 2.927 0.933 -3.384
H 3.309 0.070 -4.959
H 3.372 2.866 -5.857
H 2.005 1.663 -6.067
H 1.831 2.969 -3.255
H 1.765 4.160 -4.672
H 0.124 1.499 -4.897
H -0.175 3.181 -5.707
H -0.859 4.145 -3.403
H -0.592 2.780 -0.939
H -4.003 3.746 -4.077
H -2.888 3.958 -2.557
H -3.750 1.073 -2.762
H -3.993 2.345 -1.399
H -5.674 0.682 -1.339
H -6.223 2.343 -0.809
C -4.202 -3.636 -2.652
C -3.891 -2.335 -1.932
O -3.198 -2.557 -0.708
P -1.629 -3.084 -0.802
O -1.011 -1.712 -1.087
O -1.194 -3.082 0.804
C -0.115 -2.276 1.273
C -0.619 -0.927 1.761
O -2.186 -4.687 -0.596
C -2.602 -5.223 0.665
C -3.722 -4.476 1.374
H -3.283 -4.124 -2.992
H -4.831 -3.454 -3.527
H -4.712 -4.337 -1.989
H -3.307 -1.667 -2.573
H -4.826 -1.826 -1.684
H 0.652 -2.166 0.504
H 0.357 -2.807 2.105
H -1.324 -0.466 1.067
H 0.215 -0.238 1.920
H -1.153 -1.045 2.709
H -1.734 -5.341 1.317
H -2.957 -6.237 0.452
H -3.422 -3.474 1.682
H -4.023 -5.016 2.276
H -4.594 -4.370 0.725
C 1.418 -9.617 5.944
C 0.425 -9.056 4.941
O -0.149 -7.833 5.390
P 0.831 -6.498 5.434
O 0.740 -6.175 3.938
O -0.246 -5.311 5.879
C -0.488 -4.184 5.039
C -1.672 -4.438 4.121
O 1.112 -6.794 7.094
C 0.165 -6.493 8.125
C -1.205 -7.137 7.985
H 2.295 -8.967 6.033
H 1.762 -10.608 5.638
H 0.970 -9.690 6.938
H 0.901 -8.906 3.967
H -0.394 -9.765 4.806
H 0.410 -3.919 4.476
H -0.709 -3.331 5.686
H -1.634 -5.418 3.644
H -1.727 -3.674 3.341
H -2.605 -4.412 4.694
H 0.079 -5.410 8.238
H 0.615 -6.858 9.054
H -1.750 -6.771 7.114
H -1.815 -6.916 8.865
H -1.120 -8.222 7.884
C 3.093 4.877 2.871
C 1.685 5.405 2.655
O 1.617 6.301 1.550
P 1.801 5.661 0.034
O 0.365 5.139 -0.100
O 1.530 7.000 -0.915
C 0.465 7.028 -1.863
C -0.789 7.632 -1.252
O 3.454 6.092 0.082
C 3.931 7.430 -0.104
C 3.372 8.479 0.844
H 3.404 4.241 2.036
H 3.148 4.283 3.786
H 3.811 5.696 2.936
H 0.980 4.580 2.507
H 1.366 5.960 3.539
H 0.277 6.030 -2.267
H 0.788 7.645 -2.706
H -1.010 7.229 -0.262
H -1.655 7.462 -1.897
H -0.663 8.711 -1.123
H 3.789 7.727 -1.145
H 5.014 7.380 0.050
H 2.302 8.638 0.704
H 3.868 9.439 0.675
H 3.525 8.187 1.886

Forces on atoms 1 to 6 (eV/Å):
C -1.3 0.1 -0.8
C 1.2 -0.2 0.3
C -0.6 -1.1 0.2
C 0.0 0.9 0.2
C 0.1 0.4 -1.6
C -0.9 -0.8 0.4

The frontier orbital gap is 7.168 eV. The SMILES is CCCCCCCCCC[C@H](S)OCCOCC(F)(F)C(F)(F)C(F)(F)F.CCOP(=O)(OCC)OCC.CCOP(=O)(OCC)OCC.CCOP(=O)(OCC)OCC. The LUMO energy comes out at -1.84 eV. As for the molar mass: 976.9 g/mol. As for the total energy: -123876.771 eV.